17
Properties=species:S:1:pos:R:3 method="wB97M-V/def2-TZVPD" e_lumo_ev=0.64 total_charge=0 e_tot_ev=-8430.276 gap_ha=0.3711 e_homo_ev=-9.4594
O -0.51056 -2.16630 -0.05518
C -1.14465 1.18783 -0.66098
C -0.51325 -0.95445 -0.10133
C 0.12830 1.38072 0.12646
C 0.63698 -0.05198 0.35784
C 1.80861 -0.43758 -0.54317
C -1.53426 -0.08718 -0.72483
H -2.42281 -0.49111 -1.19600
H 1.53999 -0.24797 -1.58933
H 0.89254 -0.24123 1.40629
H -1.24962 -1.54839 1.94903
H 2.71639 0.12272 -0.30797
H -1.43476 -0.88558 2.22663
H -1.67226 2.02176 -1.11648
H 2.00230 -1.50828 -0.43491
H -0.09883 1.89979 1.06756
H 0.85591 2.00723 -0.40364